The following is a quantum chemistry calculation of C28H74FeO10 as an isolated structure, from the Open Molecules 2025 dataset.

The value obtained for the orbital gap (spin up / spin down) is 8.6 / 8.5 eV. Its spin multiplicity is 5.

Cartesian coordinates (Å):
1 Fe -0.33 -3.42 -13.74
2 C 3.38 -1.18 -12.09
3 C 1.93 -1.04 -12.60
4 O 1.50 -1.97 -13.54
5 H 4.12 -1.06 -12.88
6 H 3.53 -2.15 -11.60
7 H 3.51 -0.42 -11.32
8 H 1.70 -0.03 -12.93
9 H 1.35 -1.22 -11.70
10 C -2.74 -6.73 -14.85
11 C -3.24 -5.31 -14.47
12 O -2.20 -4.37 -14.22
13 H -3.61 -7.28 -15.20
14 H -2.24 -7.21 -14.01
15 H -1.97 -6.74 -15.62
16 H -3.91 -5.33 -13.61
17 H -3.91 -4.82 -15.18
18 C 1.78 1.05 -17.81
19 C 1.59 0.40 -16.47
20 C 0.05 0.40 -16.09
21 O 1.98 -0.92 -16.35
22 H 1.43 2.08 -17.79
23 H 1.23 0.55 -18.61
24 H 2.86 1.06 -17.96
25 H 2.27 0.98 -15.84
26 H -0.12 0.27 -15.02
27 H -0.48 -0.31 -16.71
28 H -0.46 1.34 -16.31
29 H 1.96 -1.04 -15.40
30 C -1.79 0.76 -12.78
31 C -1.99 -0.69 -12.39
32 C -3.45 -1.01 -11.98
33 O -1.55 -1.52 -13.44
34 H -2.38 1.05 -13.65
35 H -0.73 0.92 -12.96
36 H -2.08 1.38 -11.93
37 H -1.39 -0.95 -11.52
38 H -4.19 -0.53 -12.61
39 H -3.69 -0.59 -11.01
40 H -3.55 -2.09 -11.97
41 H -2.23 -1.47 -14.12
42 C -0.55 -2.96 -18.28
43 C 0.06 -3.92 -17.16
44 C 1.45 -4.44 -17.43
45 O 0.19 -3.12 -16.08
46 H -1.44 -2.43 -17.92
47 H -0.74 -3.58 -19.15
48 H 0.23 -2.23 -18.51
49 H -0.72 -4.65 -16.94
50 H 1.42 -4.84 -18.44
51 H 1.75 -5.25 -16.75
52 H 2.20 -3.65 -17.50
53 H 0.86 -2.44 -16.23
54 C 5.79 -5.30 -12.80
55 C 5.07 -4.02 -13.23
56 C 5.39 -3.57 -14.70
57 O 3.67 -4.28 -13.13
58 H 5.54 -6.05 -13.55
59 H 5.42 -5.65 -11.83
60 H 6.87 -5.31 -12.76
61 H 5.30 -3.25 -12.49
62 H 4.99 -4.19 -15.50
63 H 6.47 -3.48 -14.86
64 H 5.10 -2.52 -14.80
65 H 3.20 -3.51 -13.47
66 C -4.98 -0.49 -15.99
67 C -4.52 -1.94 -15.84
68 C -4.48 -2.71 -17.18
69 O -3.25 -1.96 -15.34
70 H -5.81 -0.42 -16.69
71 H -4.15 -0.02 -16.52
72 H -5.23 -0.05 -15.03
73 H -5.24 -2.40 -15.17
74 H -3.70 -2.30 -17.83
75 H -5.44 -2.59 -17.68
76 H -4.35 -3.78 -17.05
77 H -3.09 -2.89 -15.16
78 C 3.65 -3.28 -8.83
79 C 3.08 -4.49 -9.50
80 C 2.18 -5.47 -8.64
81 O 2.20 -4.12 -10.52
82 H 4.40 -3.63 -8.12
83 H 2.89 -2.73 -8.28
84 H 4.15 -2.62 -9.54
85 H 3.89 -5.08 -9.93
86 H 2.01 -6.43 -9.12
87 H 1.13 -5.24 -8.51
88 H 2.55 -5.72 -7.64
89 H 2.70 -4.02 -11.33
90 C -1.46 -5.38 -10.36
91 C -1.39 -3.86 -10.57
92 C -1.07 -3.02 -9.31
93 O -0.39 -3.65 -11.53
94 H -2.15 -5.81 -11.09
95 H -2.03 -5.59 -9.46
96 H -0.49 -5.89 -10.37
97 H -2.37 -3.50 -10.89
98 H -1.54 -3.25 -8.36
99 H -1.30 -1.97 -9.47
100 H -0.01 -3.07 -9.07
101 H 0.42 -3.84 -11.05
102 C 0.75 -7.15 -15.00
103 C 0.62 -6.43 -13.64
104 C 1.62 -7.05 -12.58
105 O 1.10 -5.07 -13.85
106 H 1.73 -7.18 -15.46
107 H 0.33 -6.66 -15.88
108 H 0.26 -8.12 -14.95
109 H -0.44 -6.54 -13.38
110 H 1.28 -8.04 -12.30
111 H 1.65 -6.38 -11.71
112 H 2.63 -7.10 -12.99
113 H 2.03 -5.10 -13.58

---

The following is a quantum chemistry calculation of a 7-piece molecular cluster, C28H77N7O7 overall, from the Open Molecules 2025 dataset.

The value obtained for the orbital gap is 9.3 eV.

Cartesian coordinates (Å):
1 C 0.29 4.17 4.47
2 O -0.45 3.87 3.33
3 C 0.14 4.45 2.11
4 C 1.58 4.06 1.76
5 C 1.95 4.78 0.41
6 N 1.68 2.60 1.60
7 H 1.22 3.63 4.59
8 H -0.32 3.67 5.23
9 H 0.42 5.22 4.73
10 H -0.43 4.05 1.27
11 H 0.18 5.53 2.05
12 H 2.14 4.47 2.60
13 H 1.50 4.30 -0.45
14 H 3.01 4.56 0.25
15 H 1.76 5.85 0.45
16 H 0.89 2.33 1.03
17 H 1.48 2.38 2.57
18 C -4.37 3.03 -4.72
19 O -3.63 4.11 -4.14
20 C -3.03 3.87 -2.80
21 C -2.13 5.06 -2.47
22 C -0.89 5.22 -3.40
23 N -1.58 4.93 -1.14
24 H -5.22 2.70 -4.13
25 H -3.61 2.24 -4.70
26 H -4.72 3.22 -5.74
27 H -3.81 3.79 -2.05
28 H -2.48 2.94 -2.81
29 H -2.81 5.91 -2.43
30 H -0.46 4.23 -3.51
31 H -0.13 5.86 -2.95
32 H -1.29 5.70 -4.30
33 H -2.42 5.05 -0.59
34 H -1.16 5.84 -0.97
35 C -8.44 -1.70 -1.39
36 O -8.23 -0.37 -1.76
37 C -6.98 0.13 -1.09
38 C -6.82 1.69 -1.37
39 C -5.80 2.32 -0.34
40 N -7.98 2.39 -1.15
41 H -9.02 -1.81 -0.47
42 H -7.56 -2.35 -1.39
43 H -9.07 -2.17 -2.14
44 H -7.12 0.04 -0.01
45 H -6.05 -0.41 -1.27
46 H -6.47 1.67 -2.40
47 H -5.80 3.40 -0.26
48 H -4.83 1.91 -0.63
49 H -6.16 1.96 0.62
50 H -7.84 3.37 -1.37
51 H -8.76 2.13 -1.73
52 C -2.47 0.86 3.87
53 O -1.88 -0.27 4.48
54 C -2.84 -1.03 5.26
55 C -2.08 -2.31 5.74
56 C -1.92 -3.30 4.58
57 N -2.81 -3.09 6.74
58 H -3.55 0.81 3.96
59 H -2.05 0.97 2.87
60 H -2.26 1.79 4.41
61 H -3.10 -0.43 6.14
62 H -3.74 -1.32 4.72
63 H -1.12 -2.06 6.18
64 H -2.82 -3.58 4.04
65 H -1.37 -4.20 4.87
66 H -1.27 -2.89 3.81
67 H -2.26 -3.84 7.13
68 H -2.91 -2.62 7.63
69 C 0.12 -2.38 -1.47
70 O 0.72 -1.18 -1.11
71 C 0.20 -0.47 0.00
72 C -0.57 0.78 -0.51
73 C -1.80 0.50 -1.26
74 N 0.28 1.70 -1.22
75 H 0.80 -2.75 -2.24
76 H -0.91 -2.27 -1.80
77 H 0.03 -3.18 -0.74
78 H -0.42 -1.10 0.64
79 H 0.95 0.04 0.61
80 H -0.82 1.48 0.30
81 H -2.52 0.03 -0.59
82 H -1.59 -0.29 -1.99
83 H -2.25 1.32 -1.81
84 H 0.40 1.08 -2.01
85 H -0.36 2.46 -1.39
86 C 4.48 -3.52 -2.97
87 O 5.64 -4.27 -2.83
88 C 5.65 -5.64 -3.27
89 C 6.60 -6.65 -2.54
90 C 7.97 -6.31 -2.72
91 N 6.30 -8.02 -3.08
92 H 4.54 -3.35 -4.04
93 H 4.75 -2.60 -2.44
94 H 3.52 -3.94 -2.66
95 H 4.62 -6.00 -3.26
96 H 5.86 -5.70 -4.33
97 H 6.44 -6.54 -1.47
98 H 8.34 -6.24 -3.74
99 H 8.77 -6.83 -2.20
100 H 8.12 -5.29 -2.35
101 H 6.90 -8.80 -2.86
102 H 6.59 -8.02 -4.05
103 C 3.95 -0.28 -0.75
104 O 4.70 -0.72 0.46
105 C 5.48 -1.93 0.15
106 C 6.41 -2.42 1.30
107 C 5.48 -2.67 2.48
108 N 7.22 -1.32 1.90
109 H 4.66 0.10 -1.48
110 H 3.14 0.43 -0.61
111 H 3.35 -1.11 -1.12
112 H 4.78 -2.74 -0.03
113 H 6.11 -1.76 -0.72
114 H 6.99 -3.27 0.95
115 H 4.70 -3.37 2.17
116 H 5.07 -1.69 2.74
117 H 6.08 -3.16 3.25
118 H 6.64 -0.49 1.97
119 H 7.96 -0.94 1.33

---

Looking at energy for the records above, in order, we have -85097.2866 -55039.2409 eV.
Looking at relative energy (zero: lowest compared OMol25 entry of this formula, charge and spin) for the records above, in order, we have 0.0 135.9 kcal/mol.
Looking at F_max for the records above, in order, we have 4.423 4.305 eV Å⁻¹.